--- i ---
C5H9N2 | wB97M-V/def2-TZVPD

XYZ file:
```
16
Properties=species:S:1:pos:R:3
C -0.25069 -1.66490 1.54831
C -0.62556 -0.97124 0.24176
N -1.67221 -1.17441 -0.43160
C -1.92427 -0.24639 -1.45534
C -0.95151 0.72218 -1.50894
C 0.06372 0.32245 -0.47080
N 0.79879 1.55438 0.25368
H -1.11018 -1.67551 2.32804
H 0.68613 -1.32593 1.96130
H -0.20455 -2.76301 1.45408
H -2.74389 -0.38159 -2.12658
H -0.91636 1.56689 -2.26683
H 0.73523 -0.06765 -1.16586
H 1.72658 1.24745 0.64947
H 0.10080 1.83257 1.02894
H 0.92580 2.31128 -0.48962
```

Properties
LUMO level ... -4.3116 eV
E_HOMO ... -13.320 eV
SMILES string ... CC1=NC=C[C@H]1[NH3+]
Total charge ... +1

Per-atom Mulliken charges, elementary charge units: -1.129, 0.465, -0.472, -0.494, -0.487, 0.320, -0.343, 0.299, 0.328, 0.330, 0.435, 0.294, 0.261, 0.383, 0.428, 0.381

=====

--- ii ---
C5H9N2 | wB97M-V/def2-TZVPD

XYZ file:
```
16
Properties=species:S:1:pos:R:3
C -2.11807 -0.86878 -0.43172
N -0.73360 -0.53163 -0.63797
C -0.21095 -0.00165 -1.68057
C 1.11610 0.27309 -1.92494
N 1.67352 1.11742 -0.87632
C 1.08537 0.69684 0.46308
C 0.31026 -0.64989 0.38903
H -2.35001 -0.84738 0.63100
H -2.75612 -0.15436 -0.95414
H -2.33148 -1.86673 -0.82084
H 2.69553 1.00295 -0.89052
H 1.48681 2.10950 -1.06702
H 0.40366 1.48219 0.79281
H 1.89022 0.59195 1.18887
H 1.00322 -1.45784 0.12975
H -0.12479 -0.85624 1.36635
```

Properties
LUMO level (spin up / spin down) ... -4.9411 / -4.9412 eV
E_HOMO (spin up / spin down) ... -13.729 / -13.729 eV
SMILES string ... CN1C#C[NH2+]CC1
Total charge ... +1

Per-atom Mulliken charges, elementary charge units: -0.839, 0.123, 0.348, -0.600, -0.021, -0.596, -0.629, 0.310, 0.352, 0.329, 0.368, 0.361, 0.334, 0.391, 0.363, 0.407

=====

What should be chosen as the most stable of them? Choose i.

=====

--- i ---
C5H9N2 | wB97M-V/def2-TZVPD

XYZ file:
```
16
Properties=species:S:1:pos:R:3
C -0.48709 -0.75373 1.13280
C 0.16677 -0.74866 -0.00811
C -1.51944 1.05276 0.17184
C 0.20770 1.25108 1.09642
C 0.93896 -1.56613 -0.85208
N -1.03187 0.54621 1.46988
N -0.06896 0.86326 -0.26913
H -0.61568 -1.49745 1.92562
H -2.23884 0.55297 -0.40250
H -1.81578 2.07532 0.24976
H 0.25504 2.28845 1.22355
H 1.06625 0.92799 1.49891
H 0.50917 -1.98183 -1.74068
H 1.23908 -2.45497 -0.37513
H 1.83737 -1.16465 -1.35733
H 0.53041 1.29004 -1.08319
```

Properties
LUMO level ... -3.2715 eV
E_HOMO ... -14.504 eV
Total charge ... +1

Per-atom Mulliken charges, elementary charge units: -0.500, 0.839, -0.126, -0.372, -1.438, -0.363, -0.159, 0.402, 0.311, 0.288, 0.342, 0.345, 0.348, 0.365, 0.344, 0.372

=====

--- ii ---
C5H9N2 | wB97M-V/def2-TZVPD

XYZ file:
```
16
Properties=species:S:1:pos:R:3
C -0.57342 -1.39592 0.99564
N -0.50819 -0.44819 0.15146
C -1.03658 -0.55212 -1.38496
C -0.74121 0.84339 -1.80313
N -0.28531 1.62104 -0.92075
C -0.03228 0.95366 0.27032
C 1.44508 0.94221 0.71962
H -0.08853 -1.38434 1.89077
H -1.20426 -2.38320 0.91225
H -2.15232 -0.76727 -1.19913
H -0.50535 -1.36756 -1.67006
H -0.99024 1.24511 -2.74188
H -0.52561 1.47613 1.23337
H 2.02579 0.33555 -0.10437
H 1.62231 0.37325 1.73070
H 1.75465 1.85510 0.95423
```

Properties
LUMO level ... -5.0729 eV
E_HOMO ... -15.262 eV
SMILES string ... C=[N+]1CC=N[C@@H]1C
Total charge ... +1

Per-atom Mulliken charges, elementary charge units: -0.061, 0.043, -0.439, -0.111, -0.370, 0.168, -1.218, 0.298, 0.258, 0.323, 0.394, 0.451, 0.240, 0.284, 0.330, 0.411

=====

--- iii ---
C5H9N2 | wB97M-V/def2-TZVPD

XYZ file:
```
16
Properties=species:S:1:pos:R:3
N 0.32620 1.00641 2.82825
C -0.07016 0.77717 1.77873
C -0.81821 0.36803 0.67425
C -0.46259 1.57920 -0.50841
C -0.16370 0.38905 -1.44360
C -0.18390 -0.61712 -0.35825
N 0.97850 -1.50688 0.15382
H -1.73681 -0.20646 1.02284
H 0.48429 2.15805 -0.15864
H -1.20593 2.33097 -0.65277
H -0.89758 0.06755 -2.15867
H 0.87139 0.41574 -1.87657
H -0.78194 -1.47268 -0.53546
H 0.90966 -2.50516 -0.09885
H 0.81661 -1.64498 1.12850
H 1.93417 -1.13891 0.20485
```

Properties
LUMO level ... -4.0713 eV
E_HOMO ... -15.024 eV
SMILES string ... N#C[C@H]1CC[C@H]1[NH3+]
Total charge ... +1

Per-atom Mulliken charges, elementary charge units: -0.333, -0.048, 0.173, -0.692, -0.422, -0.324, -0.313, 0.344, 0.262, 0.386, 0.284, 0.287, 0.306, 0.379, 0.358, 0.355

=====

What should be chosen as the most stable of them? Choose ii.

=====

--- i ---
C3H5ClO | wB97M-V/def2-TZVPD

XYZ file:
```
10
Properties=species:S:1:pos:R:3
C -1.31207 0.98979 -0.10263
C -0.63792 -0.09540 0.02404
Cl -1.40875 -1.64157 0.06655
C 0.81883 -0.12623 0.31321
O 1.31311 -1.31937 -0.15630
H -0.73137 1.91740 -0.16799
H -2.35126 0.88806 -0.33600
H 1.36905 0.77289 -0.09585
H 1.09552 -0.15524 1.45841
H 1.84487 -1.23033 -1.00344
```

Properties
LUMO level ... 0.7546 eV
E_HOMO ... -9.638 eV
SMILES string ... C=C(Cl)CO

Per-atom Mulliken charges, elementary charge units: -0.806, 0.472, -0.176, -0.281, -0.502, 0.250, 0.302, 0.283, 0.161, 0.297

=====

--- ii ---
C3H5ClO | wB97M-V/def2-TZVPD

XYZ file:
```
10
Properties=species:S:1:pos:R:3
C 0.10125 1.15220 0.83431
C 0.42888 -0.16568 0.02674
C -0.45110 -1.13955 -0.68978
O 0.01046 1.84394 -0.33711
Cl 2.08919 -0.19074 -0.26750
H -0.93783 1.11351 1.31240
H 0.93479 1.55545 1.42516
H -0.32363 -1.53455 -1.70759
H -1.39401 -0.65516 -0.57827
H -0.45801 -1.97942 -0.01837
```

Properties
LUMO level (spin up / spin down) ... -0.4932 / -0.4650 eV
E_HOMO (spin up / spin down) ... -9.028 / -9.200 eV

Per-atom Mulliken charges, elementary charge units: -0.334, 0.473, -0.968, -0.539, -0.126, 0.225, 0.309, 0.339, 0.304, 0.317

=====

What should be chosen as the most stable of them? Choose i.

=====

--- i ---
C5H7FO | wB97M-V/def2-TZVPD

XYZ file:
```
14
Properties=species:S:1:pos:R:3
F 0.87720 2.41319 0.96541
C 1.37995 1.46468 0.17700
C 0.54551 0.48166 -0.09832
C -0.80803 0.42784 0.52322
C -1.31089 -0.97947 0.13386
O -0.63401 -1.29948 -1.07328
C 0.67836 -0.81170 -0.87588
H 2.43879 1.63575 -0.14965
H -1.46831 1.13476 0.05591
H -0.72589 0.52889 1.60227
H -1.03057 -1.63885 0.89099
H -2.37432 -1.05111 0.00257
H 1.26209 -1.59413 -0.31203
H 1.17010 -0.71204 -1.84206
```

Properties
LUMO level ... 1.0139 eV
E_HOMO ... -9.318 eV
SMILES string ... F/C=C1\CCOC1

Per-atom Mulliken charges, elementary charge units: -0.248, -0.271, 0.224, -0.431, -0.574, -0.370, -0.513, 0.361, 0.270, 0.339, 0.326, 0.331, 0.224, 0.332

=====

--- ii ---
C5H7FO | wB97M-V/def2-TZVPD

XYZ file:
```
14
Properties=species:S:1:pos:R:3
C -1.00485 -1.12676 0.56239
C -1.47306 -0.11019 -0.19006
O -0.96030 0.20820 -1.43029
C 0.40980 0.05481 -1.60296
C 1.35603 0.49413 -0.76029
C 1.04974 1.08233 0.61291
F 1.98264 2.06369 0.98382
H -1.29220 -1.44031 1.50958
H -0.02287 -1.49912 0.28003
H -2.35523 0.42149 -0.14665
H 0.50702 -0.60181 -2.45470
H 2.39294 0.40805 -0.86621
H 0.11632 1.48508 0.91260
H 1.34231 0.23489 1.22697
```

Properties
LUMO level ... 0.9686 eV
E_HOMO ... -9.106 eV
SMILES string ... C=CO/C=C\CF

Per-atom Mulliken charges, elementary charge units: -0.744, -0.170, -0.373, -0.298, -0.205, -0.281, -0.321, 0.301, 0.310, 0.458, 0.396, 0.321, 0.361, 0.245

=====

What should be chosen as the most stable of them? Choose i.

=====

--- i ---
C6H12N5 | wB97M-V/def2-TZVPD

XYZ file:
```
23
Properties=species:S:1:pos:R:3
N 3.50769 1.61306 -0.54216
C 2.40014 1.03450 -0.15761
C 2.17968 -0.08305 0.60245
N 0.81284 -0.38332 0.97374
C 0.23579 -1.58835 0.34428
C -0.97751 -1.29370 -0.57998
N -1.81717 -0.18033 -0.22476
C -3.08935 -0.00966 -0.65034
C -3.47468 1.13403 -0.01718
N -2.43266 1.63380 0.67265
N -1.47915 0.79306 0.55841
H 4.42687 1.32652 -0.42813
H 3.40012 2.45512 -0.99464
H 1.54546 1.41549 -0.48576
H 2.89860 -0.75965 0.84683
H 0.16232 0.38664 0.95700
H 0.86455 -0.60700 1.96085
H 0.08147 -2.35923 1.11244
H 0.90537 -2.22507 -0.34101
H -0.51939 -1.17339 -1.51840
H -1.58510 -2.18487 -0.65051
H -3.64706 -0.70485 -1.21429
H -4.39885 1.76024 -0.22386
```

Properties
LUMO level ... -2.6482 eV
E_HOMO ... -12.464 eV
SMILES string ... N/C=C/[NH2+]CCn1ccnn1
Total charge ... +1

Per-atom Mulliken charges, elementary charge units: -0.337, -0.100, -0.810, 0.117, -0.572, -0.470, 0.519, -0.139, -0.361, -0.939, -0.044, 0.181, 0.214, 0.462, 0.494, 0.368, 0.351, 0.387, 0.281, 0.328, 0.335, 0.383, 0.351

=====

--- ii ---
C6H12N5 | wB97M-V/def2-TZVPD

XYZ file:
```
23
Properties=species:S:1:pos:R:3
C 0.36823 1.30473 -0.52739
C 0.25206 -0.97012 -0.31448
C 3.37990 0.29730 -0.64000
C -3.22117 0.45451 0.67624
C 2.31459 0.11833 0.43489
C -2.76249 -0.16442 -0.63578
N -0.88468 1.23527 -0.77961
N -0.21876 -3.27206 -0.36253
N 0.12320 -2.14414 -0.06926
N 0.97454 0.12069 -0.14854
N -1.44587 0.14753 -1.04132
H 0.90477 2.23321 -0.49950
H 3.32236 -0.49782 -1.37943
H 4.36178 0.26504 -0.17597
H 3.27207 1.25401 -1.14366
H -3.18162 1.53998 0.61886
H -2.59083 0.12621 1.50027
H -4.24286 0.15472 0.88620
H 2.36692 0.93134 1.16364
H 2.45970 -0.82936 0.95792
H -3.40500 0.17888 -1.46168
H -2.84395 -1.25615 -0.63664
H -0.34668 -3.90579 0.42725
```

Properties
LUMO level (spin up / spin down) ... -5.7730 / -5.7729 eV
E_HOMO (spin up / spin down) ... -13.085 / -13.085 eV
Total charge ... +1

Per-atom Mulliken charges, elementary charge units: -0.126, 0.490, -1.061, -1.078, -0.620, -0.322, -0.387, -0.809, 0.611, 0.039, 0.095, 0.469, 0.342, 0.356, 0.362, 0.329, 0.311, 0.382, 0.342, 0.346, 0.315, 0.326, 0.288

=====

What should be chosen as the most stable of them? Choose i.

=====

--- i ---
C2HNO3 | wB97M-V/def2-TZVPD

XYZ file:
```
7
Properties=species:S:1:pos:R:3
C 0.42719 -0.64723 0.20819
C -0.83511 -0.29524 -0.21021
N -0.48511 1.37691 -0.51427
O 1.33677 0.21656 0.39846
O -1.90591 -0.71803 -0.45628
O 0.56942 1.62615 -0.02202
H 0.89274 -1.55913 0.59612
```

Properties
LUMO level (spin up / spin down) ... -0.8846 / -1.2093 eV
E_HOMO (spin up / spin down) ... -9.019 / -9.044 eV

Per-atom Mulliken charges, elementary charge units: 0.040, 0.299, 0.061, -0.308, -0.437, -0.065, 0.410

=====

--- ii ---
C2HNO3 | wB97M-V/def2-TZVPD

XYZ file:
```
7
Properties=species:S:1:pos:R:3
O -1.50517 0.51922 0.37286
C -0.96825 -0.13977 -0.44361
C -0.12050 0.31499 -1.55911
O 0.37546 -0.51574 -2.25881
N -0.42860 1.57229 -1.60802
O -0.76200 2.47662 -0.89603
H -0.66860 -1.25948 -0.36751
```

Properties
LUMO level (spin up / spin down) ... -1.9156 / -2.1235 eV
E_HOMO (spin up / spin down) ... -9.792 / -9.696 eV
SMILES string ... O=CC(=O)N=O

Per-atom Mulliken charges, elementary charge units: -0.391, 0.269, 0.390, -0.516, 0.272, -0.322, 0.299

=====

What should be chosen as the most stable of them? Choose ii.